Record 1
# C27H52N3O2P2Pm

A structure of composition C27H52N3O2P2Pm in a non-equilibrium geometry (the ωB97M-V functional and the def2-TZVPD basis, the OMol25 dataset).

XYZ file:
```
87
Properties=species:S:1:pos:R:3:forces:R:3:lowdin_spin:R:1
Pm 0.4701 -0.2038 0.4905 3.220 0.033 -1.788 4.09
P 2.2014 -0.0570 -3.2616 0.378 1.131 -0.179 0.00
P 2.0492 -1.6204 2.3919 -0.494 0.062 -0.026 -0.01
O -5.4873 -0.4701 0.3342 1.038 1.089 0.134 0.00
O 2.3157 1.2164 -0.9767 -1.402 -0.108 0.751 -0.01
N -1.4592 0.7994 -0.3961 -1.818 0.734 -0.368 -0.01
N 0.8513 -2.2632 -0.1253 -0.218 0.151 -0.068 -0.05
N -5.5829 1.2479 1.8324 0.393 -0.047 -0.453 0.00
C -4.9994 0.5645 0.8025 -1.590 -0.669 0.154 0.00
C 3.0586 -1.6209 -5.4712 -0.007 0.011 -0.095 0.00
C 3.4345 -0.4632 -4.5336 0.239 -0.569 -0.032 0.00
C 0.1839 0.1855 -5.2351 -0.182 -0.094 -0.149 0.00
C 0.8942 -3.5406 0.6569 -0.388 0.475 -0.712 0.00
C -2.6825 0.3027 -0.0109 1.180 1.074 -0.274 0.00
C 0.7237 0.8249 -3.9494 -0.088 0.127 0.354 0.00
C -4.9296 2.2874 2.6432 -0.286 0.196 -0.461 0.00
C 1.8846 -2.1543 -1.1753 0.692 -0.281 0.139 0.00
C -0.4200 -0.4453 3.1249 -0.032 -0.087 0.480 0.00
C -1.3395 2.1302 -0.6846 -0.573 -0.679 0.191 0.00
C -3.7513 1.1592 0.2045 -0.127 -0.248 -0.043 0.00
C -3.6581 2.5082 -0.1696 0.409 -0.484 0.005 0.00
C 0.9171 -0.9353 3.7313 0.646 -0.729 0.246 0.00
C 1.3402 -3.3157 2.1144 -0.022 -0.027 0.283 0.00
C -2.4324 2.9934 -0.6213 0.132 -0.056 -0.123 0.00
C 3.7533 -2.5087 4.4546 0.331 -0.275 0.154 0.00
C -3.5435 1.9231 3.1631 0.032 0.122 0.257 0.00
C 1.4163 -1.5678 -2.5392 -0.027 -0.375 0.067 0.00
C 3.0649 1.0926 -2.1011 1.745 -0.174 -0.951 0.00
C -6.9648 0.9148 2.2050 0.126 -0.470 0.286 0.00
C 4.6351 -0.7360 2.8278 0.181 -0.055 -0.035 0.00
C 3.7182 -1.9537 3.0267 0.432 0.226 0.138 0.00
C -7.9532 1.9996 1.8383 0.003 0.164 -0.188 0.00
C 1.5880 0.1582 4.5783 -0.240 0.163 0.086 0.00
C 0.9346 2.3341 -4.0851 -0.008 0.226 -0.071 0.00
C 3.8933 0.7833 -5.3034 0.151 0.162 -0.222 0.00
H 4.6431 -3.1450 4.5489 -0.206 0.165 0.129 0.00
H -8.9617 1.6594 2.0844 0.088 0.123 -0.002 0.00
H -2.7699 2.1176 2.4124 -0.036 -0.081 0.164 0.00
H -7.9143 2.2022 0.7631 -0.057 0.022 0.129 0.00
H 3.8420 -1.7170 5.2081 -0.071 -0.155 -0.239 0.00
H 4.2881 -0.8091 -3.9233 -0.193 0.114 -0.108 0.00
H 4.8122 0.5274 -5.8488 -0.279 0.065 0.086 0.00
H -2.3105 4.0350 -0.9137 -0.040 -0.257 0.058 0.00
H 1.2601 2.7834 -3.1404 0.043 -0.108 -0.179 0.00
H 0.3176 -1.4205 -2.5207 0.526 0.072 -0.057 0.00
H 2.8857 -3.1329 4.7011 0.142 0.096 -0.057 0.00
H -1.1710 -0.3724 3.9216 0.120 0.091 -0.215 0.00
H 2.9517 -2.5628 -4.9194 0.026 0.164 -0.206 0.00
H -0.3463 2.4697 -0.9979 -0.235 -0.086 0.137 0.00
H -6.9693 0.7648 3.2923 -0.087 -0.190 -0.196 0.00
H 4.1757 0.9708 -2.0138 -0.096 -2.752 1.387 0.00
H 1.5379 -4.2916 0.1607 -0.214 0.477 0.156 0.00
H 2.0951 -4.0597 2.4078 -0.264 0.189 0.055 0.00
H 3.6996 1.9107 -2.6937 -3.389 0.803 0.131 0.00
H 3.8704 -1.7513 -6.2000 -0.252 -0.024 0.178 0.00
H -3.3317 2.5512 4.0361 0.095 -0.139 -0.169 0.00
H 2.7722 -1.5829 -0.8187 -0.240 -0.121 -0.083 0.00
H 4.3615 0.1003 3.4842 0.073 -0.236 -0.097 0.00
H -0.7894 0.6370 -5.4816 0.330 -0.098 0.087 0.00
H 0.7273 -1.8213 4.3573 -0.302 0.441 0.059 0.00
H -2.7505 -0.7814 0.1296 -0.140 0.380 0.087 0.00
H 1.6684 2.5803 -4.8635 -0.187 -0.041 0.213 0.00
H 0.4795 -3.4405 2.7852 0.232 -0.055 -0.029 0.00
H -0.0180 2.8088 -4.3616 0.230 -0.172 -0.027 0.00
H 4.6045 -0.3774 1.7906 -0.005 -0.075 0.213 0.00
H 4.0718 -2.7506 2.3475 -0.198 0.256 0.095 0.00
H 0.0159 -0.8946 -5.1247 0.056 0.223 -0.057 0.00
H -0.3515 0.5933 2.7193 -0.030 -0.345 0.186 0.00
H -7.2198 -0.0222 1.7048 0.081 0.151 0.220 0.00
H 2.1299 -1.4264 -6.0232 0.346 -0.100 0.118 0.00
H 2.2603 -3.1718 -1.3763 -0.055 0.425 0.090 0.00
H -7.7525 2.9258 2.3849 -0.102 -0.047 -0.096 0.00
H -3.4938 0.8728 3.4747 -0.078 0.165 -0.045 0.00
H 1.5907 -2.3647 -3.2827 -0.198 0.463 0.056 0.00
H -5.6172 2.4629 3.4821 0.321 -0.003 -0.234 0.00
H -4.8798 3.2278 2.0672 -0.035 -0.168 0.423 0.00
H 5.6712 -1.0238 3.0485 -0.227 0.139 0.029 0.00
H 2.1284 0.8999 3.9704 -0.163 -0.183 0.064 0.00
H 0.8166 0.6980 5.1443 0.203 -0.064 -0.063 0.00
H -4.5367 3.1487 -0.1068 0.258 -0.105 0.034 0.00
H -0.0413 0.6778 -3.1625 0.266 -0.008 -0.187 0.00
H 2.2913 -0.2562 5.3118 -0.226 0.077 -0.339 0.00
H -0.1225 -3.9627 0.6509 0.335 0.020 0.039 0.00
H 3.1481 1.1082 -6.0442 0.190 -0.100 0.250 0.00
H 0.8494 0.3495 -6.0950 -0.180 -0.009 0.311 0.00
H -0.8793 -1.1463 2.3927 0.113 0.102 0.242 0.00
H 4.1364 1.6321 -4.6512 -0.115 -0.218 -0.228 0.00
```
Forces are in eV/Å.

Summary:
Energy relative to the best compared isomer or geometry (same formula, charge and spin) ... 0.0 kJ/mol
Charge ... +2
Orbital gap (spin up / spin down) ... 7.638 / 7.664 eV
<S²> ... 6.014
Spin multiplicity ... 5

***

Record 2
# C27H52O12

A cluster of 4 separate species, C27H52O12 in total (the ωB97M-V functional and the def2-TZVPD basis, the OMol25 dataset).

XYZ file:
```
91
Properties=species:S:1:pos:R:3:forces:R:3:mulliken_charge:R:1
O 2.1418 -3.1442 4.7644 -0.217 0.313 -0.029 -0.38
O 4.0762 -4.9024 0.2936 0.214 0.078 -0.261 -0.29
O 0.8699 0.3112 -5.6418 -0.050 -0.062 0.272 -0.31
O -1.2844 0.2456 -3.4920 -0.032 -0.012 0.017 -0.46
O 2.4154 -0.2271 5.6025 0.022 0.080 -0.042 -0.45
O 1.6138 -2.0408 7.9262 0.294 0.138 -0.141 -0.29
O 4.9241 -2.4262 -1.2674 0.074 0.060 -0.006 -0.49
O -0.1005 2.9935 -4.0818 -0.313 -0.192 -0.083 -0.31
O -5.9319 6.1767 -2.3705 -0.239 -0.449 -0.160 -0.32
O 2.2527 -3.5596 -2.2168 0.083 0.270 0.280 -0.40
O -5.2291 7.5751 -0.8244 -0.207 0.657 0.692 -0.52
O -3.8277 6.0017 -1.5755 -0.162 -0.803 -0.038 -0.38
C 4.5117 -3.6688 0.8391 -0.201 -0.135 0.050 -0.19
C 1.3603 -3.4734 3.6355 0.076 -0.108 0.091 -0.70
C 1.0054 -0.8160 7.5550 -0.109 -0.179 0.064 -0.54
C -1.4359 0.3709 -4.9007 -0.130 0.045 0.000 -0.33
C -5.0227 6.6340 -1.5133 0.156 0.390 -0.305 0.64
C -5.9920 4.7434 -2.5076 0.079 -0.438 -0.025 -1.08
C -7.9104 5.2470 -0.2415 0.412 0.102 0.133 -1.79
C -0.9606 4.0811 -4.3472 0.156 -0.005 -0.011 -0.61
C 3.2340 -2.2843 4.4892 -0.005 -0.257 0.063 -0.33
C -6.6483 3.4972 1.0289 0.273 -0.060 -0.183 -0.59
C 2.3257 -1.9923 9.1431 -0.105 -0.104 -0.048 -0.78
C -0.2760 2.4081 -2.8039 0.170 0.146 -0.079 -0.46
C -4.7585 2.3089 0.1154 -0.413 0.357 -0.171 -0.73
C 1.1157 -0.5529 6.0685 -0.087 -0.009 -0.109 -0.28
C 1.9749 -0.5607 -5.5639 -0.035 0.143 -0.094 -0.48
C 3.4153 -1.2322 5.5623 0.102 0.011 0.113 -0.41
C 4.1767 -2.5015 -0.0645 -0.100 0.119 0.017 -0.28
C -0.3876 -0.3362 -5.7338 0.110 0.160 -0.089 -0.47
C 3.3570 -3.1912 -3.0257 -0.173 -0.202 -0.022 -0.27
C -5.9139 3.9959 -1.2002 0.219 -0.072 0.205 0.47
C -4.9153 3.0298 -1.0582 -0.029 0.013 0.113 -0.50
C 4.9849 -5.9687 0.4618 -0.140 0.000 0.044 -0.83
C 4.6757 -3.3628 -2.3033 0.099 -0.114 -0.010 -0.41
C 1.1354 -2.7030 -2.3271 0.049 -0.206 -0.015 -0.71
C -6.7986 4.2393 -0.1426 -0.044 -0.226 -0.158 1.35
C -0.1964 0.8967 -2.8521 0.105 -0.101 -0.009 -0.06
C -5.6381 2.5569 1.1617 0.008 -0.090 0.063 -0.51
H 1.8317 -4.2656 3.0434 -0.025 0.043 -0.087 0.26
H 1.7663 -1.4042 -4.8996 -0.007 -0.059 -0.065 0.01
H -0.0604 -0.8699 7.8136 -0.020 0.172 -0.002 0.37
H 5.4644 -3.1781 -3.0373 -0.006 0.040 0.005 0.42
H 3.2665 -2.1530 -3.3609 -0.010 0.033 0.058 0.12
H -5.5425 1.9984 2.0819 -0.014 -0.008 0.089 0.38
H -1.2376 2.7039 -2.3691 -0.036 0.007 -0.031 0.15
H 0.6758 -1.3673 5.4907 0.094 -0.160 0.106 0.10
H 4.8037 -4.3889 -1.9554 -0.192 -0.025 0.090 0.10
H 0.7571 0.5691 -3.2681 0.033 0.141 -0.151 -0.09
H 0.5700 -2.9143 -3.2416 -0.045 0.136 -0.010 0.28
H -2.3942 -0.1076 -5.1183 0.018 -0.038 0.034 0.41
H 3.1066 -1.7900 3.5193 -0.054 0.014 -0.002 0.26
H -0.7109 -0.3180 -6.7828 -0.113 -0.122 0.025 0.38
H -3.9779 1.5728 0.1983 0.120 -0.148 0.058 0.46
H -5.1990 4.4037 -3.1681 0.108 0.021 -0.062 0.43
H -7.3345 3.6604 1.8467 -0.083 0.042 0.092 0.44
H 2.2592 -0.9322 -6.5544 0.013 -0.104 0.037 0.40
H -0.5946 4.9995 -3.8768 -0.094 0.031 0.035 0.31
H 4.4434 -1.5936 0.4833 0.030 -0.002 -0.011 0.39
H -6.9399 4.5217 -2.9855 -0.185 0.296 -0.171 0.40
H 2.9243 -1.0788 9.2217 -0.026 0.022 0.024 0.36
H 4.3370 -0.6952 5.3237 -0.016 0.019 -0.020 0.41
H 3.5609 -1.6904 6.5416 -0.156 -0.139 -0.012 0.13
H 0.5252 2.7772 -2.1503 -0.089 -0.078 0.174 0.40
H -3.6011 5.7703 -0.6655 0.380 0.249 0.002 0.32
H 3.9942 -3.5193 1.7959 0.130 0.132 0.059 0.04
H 5.5903 -3.6816 1.0289 0.021 -0.038 -0.044 0.41
H 0.3956 -3.8301 3.9951 0.039 -0.060 0.021 0.29
H -4.2516 2.8391 -1.8891 0.118 0.034 -0.107 0.35
H 2.8096 0.0029 -5.1463 0.006 0.028 -0.069 0.27
H -0.9872 4.2244 -5.4270 0.072 0.023 0.011 0.26
H -7.6716 6.0939 0.3979 -0.080 0.155 0.102 0.33
H -8.8516 4.8244 0.0917 -0.162 -0.072 0.001 0.51
H 1.6481 -2.0600 10.0010 0.046 0.077 0.053 0.32
H 1.4310 -1.6485 -2.3108 0.014 0.007 -0.067 0.30
H 4.7254 -6.7403 -0.2623 -0.060 -0.010 0.045 0.24
H 4.1435 -2.8986 4.4472 0.118 0.161 -0.078 0.36
H 1.1864 -2.5993 2.9985 0.029 -0.002 -0.021 0.33
H 3.1038 -2.4502 -0.2580 -0.031 -0.201 -0.036 0.07
H -0.2263 0.5420 -1.8178 -0.065 0.014 -0.007 0.47
H -8.0013 5.6447 -1.2415 -0.221 0.021 -0.198 0.33
H 0.5190 0.3394 5.8622 0.024 0.019 0.014 0.40
H 1.4504 0.0223 8.1017 0.050 -0.014 0.007 0.35
H 0.4915 -2.8855 -1.4672 -0.014 -0.079 -0.040 0.39
H -1.9809 3.8806 -4.0025 0.000 0.018 0.037 0.20
H -1.5298 1.4155 -5.1994 0.196 0.057 -0.002 0.12
H 3.3554 -3.8428 -3.9099 0.150 0.123 -0.101 0.40
H 4.9157 -6.3919 1.4698 0.096 -0.008 0.010 0.31
H -0.3158 -1.3815 -5.4132 0.045 -0.002 0.035 0.27
H 3.0026 -2.8459 9.1624 -0.062 -0.038 0.009 0.23
H 6.0156 -5.6526 0.2708 0.009 0.012 0.031 0.37
```
Forces are in eV/Å.

Summary:
Orbital gap ... 9.618 eV

***

Computed E_tot (eV) in order:
-72525.0730, -53406.8920